Here is a cluster of 7 separate species, H14O7 in total from the OMol25 dataset. Energies are from wB97M-V/def2-TZVPD.

Results
multiplicity	1
energy relative to the best compared isomer or geometry (same formula, charge and spin)	123.4	kJ/mol
HOMO energy	-10.795	eV

Last column: Löwdin charge in e.
Cartesian coordinates (Å):
O -1.945 1.449 1.064  -0.0620
H 0.567 2.178 -0.074  -0.0143
H -3.384 -0.295 -2.550  0.0325
H -2.143 -0.621 -1.710  -0.0040
H -0.095 -1.293 -1.083  0.0130
O 0.818 -2.907 -1.103  -0.0404
O 1.465 1.634 1.840  -0.0377
H 0.674 -3.787 -1.465  0.0580
H -2.691 1.175 0.518  0.0306
H -1.542 0.614 1.321  0.0212
H 0.212 2.327 -1.546  0.0362
H 2.235 2.196 1.689  0.0765
H 1.863 -0.191 1.402  -0.0057
H 1.155 -3.035 -0.211  0.0389
H 0.449 -0.085 -0.333  0.0084
O -0.332 -0.386 -0.806  -0.0754
H 1.064 1.956 2.655  0.0724
O -3.111 -0.646 -1.697  -0.0658
H 1.704 -1.638 1.852  0.0434
O 0.933 2.459 -0.923  -0.0679
O 2.103 -1.102 1.158  -0.0577